Record 1
Molecular formula: C7H14NO3
Method: DFT, the ωB97M-V functional and the def2-TZVPD basis

Max |F| ... 6.1 eV/A
SMILES ... C=C(C)C(=O)[C@@]([NH3+])(O)[C@H](C)O
Kohn-Sham gap ... 9.43 eV
Charge ... +1

Structure (XYZ):
```
25
Properties=species:S:1:pos:R:3:nbo_charge:R:1
C 3.52738 0.17264 -0.42969 -0.150
C 2.21112 0.24579 -0.11061 -0.231
C 1.84374 1.69853 0.00138 -0.615
C 1.27163 -0.83459 0.03308 0.597
O 1.43913 -2.02595 0.03303 -0.514
C -0.52365 -0.36770 0.40928 0.330
N -1.02942 -1.72151 0.71200 -0.804
O -0.70710 0.27662 1.64412 -0.718
C -1.42166 0.24253 -0.77898 0.079
C -2.73694 0.72382 -0.07370 -0.639
O -1.52305 -0.86840 -1.70208 -0.711
H 4.21784 1.01837 -0.40771 0.218
H 4.02281 -0.73127 -0.81146 0.217
H 1.72941 2.23072 -1.03877 0.234
H 0.86143 1.75008 0.58625 0.215
H 2.58921 2.16172 0.48180 0.227
H -0.10837 -2.37472 0.50278 0.479
H -1.61354 -1.86735 1.52588 0.450
H -1.73451 -2.17679 -0.05616 0.452
H -0.04890 -0.04281 2.32615 0.500
H -0.80013 0.97977 -1.18010 0.203
H -3.26636 1.18419 -0.87348 0.237
H -3.24916 -0.06512 0.25338 0.195
H -2.51694 1.44660 0.79365 0.266
H -2.43397 -1.05514 -1.84001 0.484
```


Record 2
Molecular formula: C24H29FO19
Method: DFT, the ωB97M-V functional and the def2-TZVPD basis

Max |F| ... 1.1 eV/A
SMILES ... C[C@H](F)C1=CC(=O)C(COO)=CC1=O.O=C1OCCO1.O=C1OCCO1.O=C1OCCO1.O=C1OCCO1.O=C1OCCO1
Kohn-Sham gap ... 8.93 eV
Charge ... 0

Structure (XYZ):
```
73
Properties=species:S:1:pos:R:3:lowdin_charge:R:1
C -3.19335 -2.18435 -4.97816 -0.014
C -3.34244 -3.65925 -4.62785 -0.314
F -4.70169 -3.93243 -4.66121 -0.007
C -2.86054 -3.87531 -3.20717 -0.070
C -1.60279 -3.56986 -2.87180 0.070
C -1.23149 -3.77803 -1.44646 -0.335
O -0.15641 -4.21703 -1.08005 0.110
C -2.31130 -3.43414 -0.47533 -0.115
C -1.89140 -2.73640 0.78492 -0.152
O -2.99797 -2.46639 1.60995 -0.134
O -3.07052 -3.41173 2.67959 -0.005
C -3.56670 -3.74158 -0.79606 0.091
C -3.77245 -4.40023 -2.12238 -0.296
O -4.55924 -5.31071 -2.30341 0.134
H -2.14240 -1.96911 -5.15061 0.083
H -3.81245 -1.91668 -5.82472 0.087
H -3.48466 -1.58913 -4.11843 0.090
H -2.82110 -4.29615 -5.33454 0.154
H -0.88766 -3.17468 -3.57459 0.120
H -1.47846 -1.77087 0.48245 0.136
H -1.08520 -3.24887 1.30486 0.141
H -2.86107 -4.26396 2.27099 0.094
H -4.40833 -3.51302 -0.16311 0.136
O -0.27086 1.41343 -0.93302 0.131
C 0.23451 1.38244 0.14924 -0.587
O 0.58369 2.46793 0.86948 0.063
C 0.94858 2.01734 2.19504 -0.083
C 1.33688 0.57888 1.94884 -0.094
O 0.53093 0.24233 0.80170 0.051
H 1.75836 2.61636 2.59628 0.141
H 0.09001 2.10921 2.84094 0.105
H 2.38437 0.46239 1.68532 0.122
H 1.10884 -0.06677 2.78654 0.120
O 0.21628 3.15974 4.78440 0.156
C -0.79463 3.77288 4.66612 -0.567
O -1.11620 4.51065 3.57548 0.057
C -2.48917 4.90108 3.69314 -0.112
C -2.71567 4.82987 5.18765 -0.113
O -1.77915 3.82536 5.59075 0.071
H -2.64170 5.89595 3.28349 0.133
H -3.10572 4.18949 3.14140 0.135
H -2.46863 5.76433 5.69421 0.134
H -3.72846 4.53883 5.45269 0.134
O 2.55514 -0.42760 4.64767 0.172
C 3.34335 -1.15972 4.14762 -0.560
O 4.19323 -1.95630 4.83064 0.073
C 4.82019 -2.84521 3.90221 -0.111
C 4.70055 -2.08682 2.59942 -0.109
O 3.51426 -1.30633 2.80322 0.026
H 5.84968 -3.03774 4.19145 0.134
H 4.27035 -3.78775 3.89057 0.135
H 5.54025 -1.41146 2.42790 0.135
H 4.58631 -2.73845 1.73696 0.134
O 2.38516 5.66858 -4.67067 0.168
C 1.82915 5.40793 -3.65648 -0.570
O 1.24754 6.32478 -2.83949 0.056
C 0.49037 5.62013 -1.85122 -0.117
C 1.17073 4.27175 -1.82037 -0.121
O 1.68702 4.15787 -3.15125 0.065
H 0.52687 6.13825 -0.89608 0.131
H -0.54836 5.55590 -2.18160 0.133
H 2.00446 4.24263 -1.11536 0.134
H 0.48882 3.45969 -1.59131 0.100
O 2.90632 -1.22049 -5.28411 0.174
C 2.48501 -1.21972 -4.17714 -0.563
O 1.31372 -1.79690 -3.79706 0.051
C 1.26218 -1.79672 -2.36673 -0.125
C 2.18688 -0.65555 -2.00979 -0.106
O 3.10052 -0.64774 -3.11327 0.069
H 0.24656 -1.63475 -2.01893 0.117
H 1.61619 -2.76000 -2.00124 0.127
H 1.66952 0.30465 -1.96949 0.117
H 2.71536 -0.81470 -1.07264 0.129
```


Record 3
Molecular formula: C5H5I2NO
Method: DFT, the ωB97M-V functional and the def2-TZVPD basis

Max |F| ... 5.6 eV/A
Kohn-Sham gap ... 8.14 eV
Charge ... 0

Structure (XYZ):
```
14
Properties=species:S:1:pos:R:3:nbo_charge:R:1
C 1.53492 -1.47925 2.02228 0.266
C 0.25419 0.22194 1.10439 0.726
C -1.60768 0.34672 -1.36185 -0.687
C 0.83554 -1.04343 0.85776 -0.696
C -0.26662 1.13442 -0.95217 -0.543
N 2.01500 -1.81597 3.01417 -0.265
O 0.04505 0.87653 2.07601 -0.447
I -0.35342 3.16948 -0.62928 0.252
I 1.31274 0.50021 -2.35494 0.109
H -2.46396 0.64849 -0.66480 0.228
H -1.42245 -0.69645 -1.24797 0.211
H -1.85304 0.70710 -2.37663 0.222
H 0.23413 -1.69099 0.20142 0.305
H 1.73559 -0.87878 0.31162 0.319
```


Record 4
Molecular formula: C23H26IIrN4O3S2
Method: DFT, the ωB97M-V functional and the def2-TZVPD basis

Max |F| ... 0.4 eV/A
Kohn-Sham gap ... 5.55 eV
Charge ... 0

Structure (XYZ):
```
60
Properties=species:S:1:pos:R:3:nbo_charge:R:1
Ir 0.24774 -0.28119 -0.01365 0.638
C 1.62215 3.72582 -1.92841 -0.647
C 0.60016 3.84826 -0.84331 0.199
N 0.17275 5.02648 -0.49331 -0.399
C -0.76163 5.12291 0.48477 -0.025
C -1.28981 4.04938 1.13388 -0.046
C -2.36532 4.28588 2.15459 -0.091
O -1.89920 3.89947 3.45423 -0.732
C -0.84661 2.73249 0.78496 -0.186
C -1.45338 1.63506 1.48183 0.163
N -1.35827 0.37379 1.20588 -0.522
C -2.17016 -0.53989 1.94142 0.199
C -3.33534 -0.12222 2.59825 -0.235
C -4.11054 -1.00206 3.32816 -0.195
C -3.76601 -2.34381 3.40636 -0.211
C -2.65479 -2.79297 2.71844 -0.216
C -1.87829 -1.90456 1.98689 -0.221
I -0.29705 -2.67589 0.86891 0.515
C 0.13754 2.62580 -0.21984 0.371
O 0.72835 1.55953 -0.63782 -0.623
H 1.84986 4.71364 -2.32061 0.225
H 1.25561 3.07525 -2.72397 0.239
H 2.53027 3.25312 -1.54976 0.229
H -1.09414 6.12696 0.72164 0.187
H -3.26781 3.71613 1.90015 0.163
H -2.63146 5.34472 2.14286 0.184
H -2.49282 4.27196 4.11321 0.473
H -2.05970 1.92671 2.32964 0.200
H -3.66105 0.90379 2.51066 0.217
H -5.00349 -0.63877 3.81913 0.220
H -4.37240 -3.03956 3.96993 0.222
H -2.39432 -3.84317 2.73393 0.223
C 2.25080 -1.91313 -3.86608 -0.644
C 1.28734 -1.38224 -2.83299 -0.186
S 2.03729 -1.04993 -1.26476 -0.153
C -0.00856 -1.16193 -3.07077 -0.204
C -0.67535 -1.41212 -4.39185 -0.637
S -1.11057 -0.51639 -1.84542 -0.124
H 3.24941 -2.00778 -3.44072 0.221
H 2.32224 -1.24636 -4.72814 0.213
H 1.95167 -2.89942 -4.22815 0.211
H 0.01724 -1.84039 -5.11543 0.212
H -1.07107 -0.48217 -4.80818 0.216
H -1.51810 -2.09841 -4.27863 0.215
N 1.51821 0.09400 1.63094 -0.430
C 2.23348 0.37100 2.48725 0.565
N 3.05881 0.69007 3.46678 -0.466
C 4.30827 1.37959 3.10527 -0.235
C 4.85810 2.04138 4.35374 -0.080
O 5.02744 1.09647 5.39510 -0.514
C 3.78865 0.52267 5.76483 -0.079
C 3.17307 -0.23483 4.60356 -0.234
H 4.08640 2.12194 2.33993 0.231
H 5.02998 0.65975 2.70640 0.200
H 4.18140 2.84097 4.67915 0.175
H 5.83816 2.46867 4.14982 0.209
H 3.09839 1.30511 6.10403 0.174
H 3.98686 -0.15684 6.59199 0.207
H 2.17795 -0.59454 4.86198 0.224
H 3.80384 -1.08748 4.33132 0.198
```


Record 5
Molecular formula: C5H6ClN
Method: DFT, the ωB97M-V functional and the def2-TZVPD basis

Expectation value of S² ... 2.0353
Max |F| ... 6.3 eV/A
Kohn-Sham gap (spin up / spin down) ... 7.45 / 6.87 eV
Spin multiplicity ... 3
Charge ... 0

Structure (XYZ):
```
13
Properties=species:S:1:pos:R:3:mulliken_spin:R:1
C -0.19788 -2.13457 -0.36856 -0.012
C 0.93731 -1.95540 -0.13760 0.019
C 0.95494 1.46461 -0.33522 0.486
C 0.68693 0.93279 1.02065 -0.035
C -0.14581 0.71376 -0.32171 -0.004
N -1.31783 0.19196 -0.77852 0.745
Cl -2.80270 0.36226 0.36167 0.735
H -1.08743 -2.53784 -0.35652 0.004
H 1.28324 2.12076 -1.05394 0.005
H 1.63795 -1.48203 0.48710 0.001
H 1.47532 0.31218 1.41668 0.039
H 0.18588 1.47638 1.75380 0.028
H -1.60990 0.53514 -1.68786 -0.013
```


Record 6
Molecular formula: C8H18Si
Method: DFT, the ωB97M-V functional and the def2-TZVPD basis

Max |F| ... 4.7 eV/A
Kohn-Sham gap ... 8.57 eV
Charge ... 0

Structure (XYZ):
```
27
Properties=species:S:1:pos:R:3:nbo_charge:R:1
C -1.44517 1.95397 -0.83079 -0.337
C -1.54207 1.43143 0.61465 -0.487
C -0.76110 0.21171 0.18282 -0.407
C -2.72542 -1.28165 0.67567 -0.614
C 1.80140 1.92448 0.35080 -1.086
C 1.82669 -0.80630 -1.44512 -1.081
C 1.82073 -1.10535 1.36821 -1.102
C -1.55310 -1.04825 -0.17726 -0.462
Si 1.10773 0.15610 0.11936 1.615
H -2.24053 1.79772 -1.50293 0.196
H -0.64110 2.52919 -1.15328 0.183
H -1.28977 2.06392 1.50220 0.217
H -2.65868 1.07851 0.67813 0.214
H -3.60201 -0.60081 0.50788 0.202
H -2.29295 -1.06897 1.63866 0.206
H -3.22148 -2.31206 0.64590 0.221
H 2.83600 1.70261 0.04236 0.239
H 1.20480 2.55211 -0.23523 0.232
H 1.75287 2.20185 1.42080 0.238
H 2.83666 -1.11248 -1.19181 0.228
H 1.18109 -1.69570 -1.54563 0.228
H 1.67997 -0.39932 -2.50506 0.231
H 2.23158 -2.10308 1.04459 0.238
H 2.68164 -0.69492 1.75142 0.228
H 1.20932 -1.33291 2.17015 0.228
H -1.83254 -1.15914 -1.24814 0.215
H -0.82315 -1.93261 -0.15352 0.216
```


Record 7
Molecular formula: C4H8O
Method: DFT, the ωB97M-V functional and the def2-TZVPD basis

Expectation value of S² ... 0.7535
Max |F| ... 0.9 eV/A
Kohn-Sham gap (spin up / spin down) ... 3.75 / 6.86 eV
Spin multiplicity ... 2
Charge ... -1

Structure (XYZ):
```
13
Properties=species:S:1:pos:R:3:mulliken_spin:R:1
O -0.55520 1.92076 -1.17962 0.314
C -1.65998 1.28272 -1.35769 0.613
H -1.85026 0.34987 -0.78675 0.020
H -2.41840 1.49360 -2.12603 0.034
C 0.23721 -0.40071 1.59622 -0.006
C 0.93479 -0.10657 0.31109 0.024
C 1.23739 -1.06676 -0.54803 -0.006
H 0.61263 0.20952 2.42054 0.000
H 0.36576 -1.44715 1.87367 0.000
H -0.83241 -0.18113 1.51750 0.012
H 1.21125 0.91111 0.07365 -0.003
H 1.86331 -0.89487 -1.41283 -0.001
H 0.85390 -2.07038 -0.38172 -0.002
```


Record 8
Molecular formula: C23H28CaF6N6O6S3
Method: DFT, the ωB97M-V functional and the def2-TZVPD basis

Max |F| ... 2.1 eV/A
Kohn-Sham gap ... 8.35 eV
Charge ... 0

Structure (XYZ):
```
73
Properties=species:S:1:pos:R:3:lowdin_charge:R:1
Ca -0.85549 1.02140 -1.04102 1.325
O -1.33950 -3.15160 -0.42652 0.025
C -1.41101 -2.06519 -1.03903 -0.450
N -2.00028 -0.92954 -0.63578 -0.008
C -3.11810 -0.90314 0.18784 -0.437
O -4.00112 -1.71786 0.42981 0.085
C -3.37247 0.46297 0.81220 -0.231
C -4.27551 0.56257 1.85033 -0.019
C -4.58966 1.76606 2.38842 -0.065
C -3.98484 2.89028 1.93243 -0.036
C -3.10144 2.74840 0.85496 -0.108
N -2.77517 1.56093 0.36896 0.007
C -0.58106 -1.91779 -2.31240 -0.218
C -0.24028 -3.04065 -3.01954 -0.012
C 0.42088 -2.88261 -4.20995 -0.046
C 0.62936 -1.60748 -4.74734 -0.033
C 0.28119 -0.54766 -3.94835 -0.118
N -0.29050 -0.69456 -2.75057 0.015
H -4.73015 -0.34869 2.21624 0.128
H -5.28530 1.79397 3.21411 0.119
H -4.12318 3.87184 2.42434 0.125
H -2.46211 3.58429 0.49541 0.108
H -0.56118 -4.04067 -2.70191 0.134
H 0.66189 -3.78940 -4.78318 0.121
H 1.05682 -1.42367 -5.74737 0.122
H 0.44183 0.48836 -4.21439 0.103
F 2.29442 4.87420 -1.60282 0.156
C 1.84163 3.74343 -2.14619 -0.644
F 2.21165 2.68503 -1.42987 0.118
F 2.32931 3.67473 -3.41294 0.121
S -0.00771 3.70306 -2.27649 0.587
O -0.37463 2.59432 -3.15611 -0.352
O -0.50063 3.41944 -0.90231 -0.437
N -0.18963 5.14864 -2.71869 -0.288
S -1.38280 5.82250 -3.62945 0.632
O -1.79681 5.01257 -4.72424 -0.257
O -1.07840 7.19425 -3.83444 -0.256
C -2.74447 5.83307 -2.31819 -0.661
F -3.00820 4.62539 -1.88976 0.142
F -2.39888 6.61013 -1.26539 0.131
F -3.83565 6.27980 -2.95140 0.134
C 4.76453 -3.46693 1.35276 -0.089
C 4.67106 -3.43815 -0.20387 -0.257
C 3.29480 -3.18478 -0.73229 -0.210
C 2.55922 -1.91493 -0.28969 -0.221
N 1.56205 -2.23952 0.73008 0.030
C 0.84209 -1.25497 1.29220 -0.781
S 1.34971 0.39070 1.07737 0.646
N -0.28999 -1.57341 1.88724 0.025
C -1.05938 -0.66045 2.72976 -0.195
C -0.67313 -0.72575 4.23116 -0.169
C 0.83578 -0.64177 4.52221 -0.251
C 1.61167 -1.94425 4.82891 -0.100
H 5.77786 -3.69090 1.75593 0.081
H 4.08420 -4.27028 1.67850 0.077
H 4.48744 -2.54057 1.75382 0.037
H 5.07431 -4.40083 -0.53964 0.108
H 5.29031 -2.66408 -0.64206 0.103
H 2.68436 -4.04505 -0.49060 0.106
H 3.34017 -3.17167 -1.81253 0.104
H 2.02955 -1.49121 -1.17700 0.106
H 3.18974 -1.15200 0.08686 0.066
H 1.19946 -3.18412 0.72394 0.140
H -0.69146 -2.50007 1.66063 0.153
H -2.12856 -0.87068 2.52995 0.111
H -0.85700 0.32987 2.36589 0.059
H -1.13293 -1.63823 4.67304 0.119
H -1.19581 0.07249 4.75135 0.101
H 0.82413 -0.03174 5.44402 0.107
H 1.36525 -0.09387 3.76892 0.046
H 1.28475 -2.43411 5.75765 0.072
H 2.67138 -1.82971 4.95402 0.056
H 1.48164 -2.65014 3.99203 0.061
```


Record 9
Molecular formula: C4H8O2
Method: DFT, the ωB97M-V functional and the def2-TZVPD basis

Max |F| ... 6.2 eV/A
SMILES ... CC(=O)O.C=C
Kohn-Sham gap ... 11.16 eV
Charge ... 0

Structure (XYZ):
```
14
Properties=species:S:1:pos:R:3:nbo_charge:R:1
C 0.28250 -1.76269 -0.16700 -0.696
C 1.57430 -1.24724 0.73008 0.801
O 2.48628 -0.63008 0.25226 -0.600
O 1.45281 -1.35177 2.03633 -0.688
H 0.45055 -1.24935 -1.21623 0.239
H 0.37498 -2.83829 -0.15401 0.233
H -0.59597 -1.38943 0.16256 0.213
H 2.01656 -0.76595 2.49960 0.499
C -0.82763 1.61342 -0.65092 -0.370
C -1.93483 2.18965 -0.83477 -0.418
H -0.77143 0.53146 -0.40559 0.174
H 0.12206 2.17212 -0.50755 0.188
H -2.63384 1.41767 -0.70415 0.207
H -1.99634 3.31048 -1.04061 0.219
```


Record order is preserved below.
Total energy: -15108.6546, -66974.0765, -25001.1346, -68986.1877, -19284.8068, -16462.4769, -6322.6284, -112784.2563, -8370.7422 eV